<i>
19
Properties=species:S:1:pos:R:3:lowdin_charge:R:1 method="wB97M-V/def2-TZVPD" homo_ev=-9.27
C 0.558 -1.413 -0.715 -0.125
C -1.324 0.310 -1.075 -0.081
C 1.263 1.423 -0.967 0.054
C 0.005 -0.042 -0.361 -0.483
N -0.239 1.351 1.971 -0.284
N -1.233 -1.023 2.032 -0.290
S -0.173 -0.107 1.470 0.648
H -0.154 -2.120 -0.340 0.074
H 0.785 -1.507 -1.697 0.054
H 1.473 -1.600 -0.266 0.043
H -2.037 -0.401 -0.780 0.059
H -1.230 0.413 -2.076 0.036
H -1.574 1.382 -0.779 0.111
H 0.942 2.307 -0.441 0.025
H 2.354 1.239 -0.749 0.062
H 1.140 1.478 -1.966 -0.015
H -0.573 1.276 3.013 0.055
H -0.989 -1.970 1.932 -0.028
H 1.005 -0.997 1.794 0.088

***

<ii>
19
Properties=species:S:1:pos:R:3:lowdin_charge:R:1 method="wB97M-V/def2-TZVPD" homo_ev=-8.63
N -0.701 -0.696 2.492 -0.012
C -1.410 -0.706 1.210 -0.292
C -0.498 -1.256 0.133 -0.246
N 0.542 -0.345 -0.294 -0.106
C 0.125 0.620 -1.309 -0.321
C 1.116 1.768 -1.377 -0.561
S 2.767 1.240 -1.937 0.677
H -1.310 -0.375 3.236 0.061
H -0.486 -1.658 2.754 0.067
H -2.357 -1.266 1.219 0.105
H -1.682 0.327 0.972 0.103
H -1.086 -1.481 -0.754 0.112
H -0.016 -2.193 0.449 0.114
H 1.042 0.116 0.455 0.102
H -0.851 1.034 -1.044 0.105
H 0.113 0.106 -2.279 0.115
H 0.796 2.510 -2.112 0.065
H 1.182 2.247 -0.399 0.066
H 2.714 0.007 -1.415 -0.155

***

Most stable: <ii> (next structure +118.9 kcal/mol)